[1]
DFT (ωB97M-V/def2-TZVPD) results for a cluster of 4 separate species, C23H33BN2O13 in total.

The spin multiplicity is 1. The value obtained for the total energy is -2008.5666 a.u. The value obtained for the HOMO energy is -8.6 eV. As for the SMILES: CCCN[C@]1(CCc2ccccc2)OC(=O)O[C@H]1B(N)O.O=C1OCCO1.O=C1OCCO1.O=C1OCCO1. The calculation puts the HOMO-LUMO gap at 8.7 eV.

Each line ends with the Löwdin charge.
Positions of all 72 atoms, in Å:
1 C -1.59 -1.82 1.98  -0.13
2 C 0.00 -1.94 2.19  -0.22
3 C 0.81 -2.50 0.92  -0.21
4 N 0.42 -1.88 -0.39  0.03
5 C 1.55 -1.09 -0.99  -0.36
6 C 2.45 -1.80 -2.12  -0.08
7 C 3.47 -2.92 -1.56  -0.16
8 C 4.38 -2.44 -0.34  -0.17
9 C 4.45 -3.40 0.91  -0.05
10 C 5.24 -3.09 2.20  -0.06
11 C 6.02 -1.72 2.23  -0.08
12 C 6.04 -0.74 1.01  -0.06
13 C 5.21 -1.12 -0.28  -0.02
14 O 2.22 -0.18 -0.04  0.02
15 C 2.61 0.94 -0.92  -0.35
16 O 3.53 1.77 -0.72  0.09
17 O 1.74 1.03 -2.08  0.01
18 C 0.70 0.07 -1.75  -0.13
19 B -0.41 -0.37 -2.86  -0.42
20 N -1.16 0.74 -3.56  0.11
21 O -0.75 -1.72 -3.23  0.08
22 H -2.12 -2.65 2.58  0.07
23 H -1.93 -0.84 2.47  0.07
24 H -1.87 -1.86 0.87  0.06
25 H 0.48 -0.97 2.56  0.09
26 H 0.17 -2.71 3.04  0.11
27 H 0.55 -3.62 0.84  0.13
28 H 1.92 -2.43 1.18  0.10
29 H 0.15 -2.65 -1.02  0.12
30 H 1.78 -2.34 -2.89  0.14
31 H 3.06 -1.04 -2.75  0.14
32 H 2.92 -3.92 -1.36  0.12
33 H 4.20 -3.15 -2.43  0.12
34 H 3.84 -4.38 0.88  0.10
35 H 5.26 -3.79 3.12  0.09
36 H 6.61 -1.41 3.16  0.08
37 H 6.62 0.24 1.00  0.09
38 H 5.17 -0.45 -1.21  0.10
39 H 0.09 0.64 -0.95  0.17
40 H -1.71 1.19 -2.80  0.08
41 H -0.42 1.38 -3.90  0.08
42 H -1.74 -1.79 -3.12  0.10
43 C 2.94 2.91 3.01  -0.12
44 C 3.01 1.49 2.55  -0.13
45 O 2.29 0.79 3.56  0.06
46 C 1.44 1.69 4.14  -0.55
47 O 0.57 1.40 4.91  0.14
48 O 1.71 2.96 3.72  0.06
49 H 2.93 3.61 2.17  0.14
50 H 3.75 3.18 3.68  0.13
51 H 2.52 1.32 1.59  0.10
52 H 4.04 1.12 2.49  0.13
53 C -5.09 1.34 -3.70  -0.12
54 C -6.05 0.86 -2.67  -0.12
55 O -5.89 -0.55 -2.72  0.07
56 C -4.64 -0.79 -3.21  -0.53
57 O -4.12 -1.87 -3.23  0.14
58 O -4.07 0.35 -3.69  0.04
59 H -4.67 2.32 -3.45  0.12
60 H -5.53 1.39 -4.70  0.14
61 H -5.81 1.21 -1.67  0.11
62 H -7.08 1.14 -2.90  0.14
63 C -5.31 2.65 1.51  -0.12
64 C -5.17 4.12 1.77  -0.13
65 O -4.76 4.63 0.51  0.07
66 C -5.18 3.75 -0.44  -0.53
67 O -5.14 3.96 -1.62  0.15
68 O -5.64 2.59 0.13  0.04
69 H -6.09 2.19 2.12  0.14
70 H -4.37 2.11 1.67  0.14
71 H -6.12 4.58 2.05  0.14
72 H -4.43 4.34 2.54  0.14


[2]
DFT (ωB97M-V/def2-TZVPD) results for a cluster of 8 separate species, C23H33Br10F2NO2 in total.

The spin multiplicity is 1. The value obtained for the total energy is -27041.2250 a.u. The value obtained for the HOMO energy is -9.6 eV. As for the SMILES: C[N+](=O)[O-].Fc1ccccc1.Fc1ccccc1.BrCCBr.BrCCBr.BrCCBr.BrCCBr.BrCCBr. The calculation puts the HOMO-LUMO gap at 9.9 eV.

Each line ends with the Löwdin charge.
Positions of all 71 atoms, in Å:
1 C 15.32 6.63 5.47  0.04
2 N 14.46 6.40 6.68  -0.46
3 O 14.65 5.39 7.34  0.06
4 O 13.58 7.20 6.88  0.06
5 H 14.78 6.09 4.70  0.10
6 H 16.32 6.26 5.67  0.08
7 H 15.22 7.69 5.28  0.05
8 Br 18.66 1.15 7.48  0.57
9 C 19.43 1.32 5.69  -0.69
10 C 18.58 0.69 4.64  -0.66
11 Br 16.81 1.53 4.54  0.63
12 H 20.43 0.91 5.77  0.05
13 H 19.51 2.40 5.57  0.01
14 H 18.41 -0.37 4.79  0.06
15 H 18.99 0.84 3.64  0.04
16 Br 13.73 9.13 3.00  0.66
17 C 14.37 8.65 1.23  -0.71
18 C 15.32 7.50 1.34  -0.70
19 Br 15.65 6.80 -0.45  0.65
20 H 14.81 9.52 0.77  0.06
21 H 13.48 8.35 0.69  0.05
22 H 14.94 6.67 1.91  0.05
23 H 16.27 7.83 1.73  0.05
24 Br 18.57 4.04 -1.11  0.74
25 C 18.66 2.33 -0.21  -0.68
26 C 19.89 1.59 -0.70  -0.73
27 Br 20.12 -0.03 0.31  0.65
28 H 17.77 1.76 -0.45  0.06
29 H 18.73 2.55 0.85  0.04
30 H 20.79 2.19 -0.64  0.05
31 H 19.76 1.32 -1.75  0.06
32 Br 19.91 8.79 -5.33  0.65
33 C 19.08 8.43 -3.61  -0.71
34 C 19.65 9.35 -2.59  -0.69
35 Br 18.76 9.04 -0.89  0.70
36 H 19.33 7.40 -3.38  0.02
37 H 18.00 8.52 -3.73  0.06
38 H 19.47 10.40 -2.82  0.05
39 H 20.72 9.20 -2.49  0.05
40 Br 19.68 4.57 7.88  0.64
41 C 21.42 5.44 7.80  -0.68
42 C 22.21 5.03 6.59  -0.69
43 Br 22.84 3.20 6.73  0.64
44 H 21.92 5.08 8.70  0.04
45 H 21.28 6.51 7.94  0.06
46 H 23.08 5.67 6.45  0.06
47 H 21.63 5.06 5.67  0.02
48 F 21.98 7.70 0.30  0.05
49 C 22.15 7.30 -0.97  -0.30
50 C 21.20 6.50 -1.58  -0.07
51 C 21.40 6.15 -2.91  -0.12
52 C 22.53 6.55 -3.59  -0.10
53 C 23.49 7.33 -2.95  -0.07
54 C 23.29 7.73 -1.64  -0.01
55 H 20.31 6.20 -1.04  0.04
56 H 20.64 5.55 -3.40  0.10
57 H 22.72 6.18 -4.59  0.11
58 H 24.36 7.68 -3.49  0.11
59 H 24.01 8.33 -1.10  0.12
60 F 17.12 4.16 2.10  0.02
61 C 17.99 5.08 2.58  -0.29
62 C 18.41 4.98 3.89  -0.02
63 C 19.32 5.92 4.34  -0.10
64 C 19.81 6.91 3.50  -0.08
65 C 19.36 6.98 2.19  -0.08
66 C 18.49 6.02 1.71  -0.09
67 H 18.04 4.23 4.57  0.07
68 H 19.71 5.88 5.35  0.04
69 H 20.50 7.65 3.87  0.11
70 H 19.75 7.74 1.52  0.05
71 H 18.02 6.15 0.74  0.01


[3]
DFT (ωB97M-V/def2-TZVPD) results for a cluster of 18 separate species, C23H33Cl49 in total.

The spin multiplicity is 1. For the energy above the lowest of the compared OMol25 structures with the same formula, charge and spin, the calculation gives 0.0 kJ/mol. The value obtained for the total energy is -23445.5348 a.u. The value obtained for the HOMO energy is -10.0 eV. The calculation puts the HOMO-LUMO gap at 10.2 eV.

Each line ends with the Löwdin charge.
Positions of all 105 atoms, in Å:
1 Cl 3.84 2.05 4.38  0.50
2 C 2.22 1.51 4.90  -0.66
3 C 2.19 0.71 6.24  -0.64
4 Cl 2.87 1.66 7.58  0.53
5 H 1.82 0.92 4.08  0.05
6 H 1.60 2.38 5.11  0.02
7 H 2.74 -0.23 6.24  0.06
8 H 1.19 0.42 6.57  0.06
9 Cl 3.38 6.04 -1.90  0.51
10 C 2.32 4.63 -1.51  -0.67
11 C 0.83 5.08 -1.74  -0.68
12 Cl 0.40 5.63 -3.37  0.52
13 H 2.51 4.28 -0.50  0.01
14 H 2.53 3.72 -2.07  -0.02
15 H 0.53 5.83 -1.01  0.05
16 H 0.12 4.27 -1.56  -0.01
17 Cl -5.37 -2.87 -0.42  0.57
18 C -6.78 -3.69 0.36  -0.61
19 C -7.45 -4.71 -0.57  -0.62
20 Cl -6.30 -5.98 -1.05  0.53
21 H -7.52 -2.95 0.64  0.08
22 H -6.42 -4.23 1.23  0.07
23 H -7.72 -4.18 -1.49  0.07
24 H -8.28 -5.27 -0.13  0.07
25 Cl -3.67 -0.32 -3.90  0.54
26 C -5.04 0.36 -3.01  -0.61
27 C -4.51 0.69 -1.56  -0.69
28 Cl -5.71 1.61 -0.64  0.55
29 H -5.83 -0.38 -3.07  0.06
30 H -5.33 1.29 -3.51  0.07
31 H -3.58 1.26 -1.67  0.02
32 H -4.28 -0.22 -1.00  0.00
33 Cl 1.21 1.82 -0.53  0.57
34 C 1.23 0.18 0.18  -0.61
35 C 0.48 -0.91 -0.72  -0.58
36 Cl -1.30 -0.57 -0.77  0.53
37 H 0.85 0.29 1.19  0.04
38 H 2.29 -0.06 0.22  0.04
39 H 0.64 -1.90 -0.29  0.01
40 H 0.93 -0.90 -1.72  0.04
41 C 2.36 -3.81 -5.42  -1.47
42 Cl 4.06 -4.36 -5.48  0.53
43 Cl 2.09 -2.27 -4.49  0.47
44 Cl 1.30 -5.10 -4.82  0.52
45 H 2.08 -3.57 -6.45  0.01
46 C 2.17 5.86 2.88  -1.59
47 Cl 1.19 4.38 2.70  0.50
48 Cl 1.52 7.13 1.93  0.58
49 Cl 3.83 5.59 2.46  0.54
50 H 2.17 6.17 3.93  0.02
51 C -2.77 3.20 5.59  -1.46
52 Cl -4.31 2.80 4.81  0.50
53 Cl -2.41 4.97 5.47  0.49
54 Cl -1.41 2.31 4.83  0.49
55 H -2.80 2.87 6.63  0.02
56 C -2.78 -5.50 1.28  -1.54
57 Cl -1.48 -6.54 0.92  0.56
58 Cl -2.21 -3.82 1.00  0.45
59 Cl -3.30 -5.71 2.96  0.52
60 H -3.57 -5.70 0.55  0.00
61 C -2.86 4.44 0.49  -1.46
62 Cl -1.49 3.25 0.74  0.44
63 Cl -2.95 4.87 -1.22  0.54
64 Cl -2.56 5.89 1.46  0.52
65 H -3.73 3.93 0.90  0.01
66 C -3.39 -4.02 -3.65  -1.56
67 Cl -2.07 -4.10 -2.42  0.47
68 Cl -4.22 -5.54 -3.90  0.53
69 Cl -2.76 -3.35 -5.11  0.53
70 H -4.16 -3.33 -3.30  -0.02
71 C 1.87 -4.20 2.85  -1.52
72 Cl 3.43 -4.21 3.67  0.54
73 Cl 1.22 -2.53 2.67  0.48
74 Cl 0.61 -5.18 3.55  0.55
75 H 1.93 -4.68 1.88  -0.02
76 C 6.14 -0.63 2.59  -1.49
77 Cl 4.37 -0.71 2.46  0.48
78 Cl 6.69 0.84 3.31  0.54
79 Cl 6.83 -0.78 0.91  0.47
80 H 6.51 -1.48 3.17  0.02
81 C -0.10 1.67 -4.72  -1.51
82 Cl -0.53 0.33 -5.80  0.53
83 Cl -1.44 2.34 -3.75  0.49
84 Cl 0.84 3.03 -5.37  0.51
85 H 0.52 1.25 -3.93  -0.04
86 C 4.46 1.69 -4.33  -1.49
87 Cl 4.27 3.47 -4.12  0.49
88 Cl 4.09 1.33 -6.02  0.53
89 Cl 3.46 0.87 -3.13  0.51
90 H 5.50 1.47 -4.07  -0.02
91 C -3.72 -1.06 2.59  -1.49
92 Cl -4.14 -2.37 3.74  0.51
93 Cl -1.97 -0.63 2.74  0.45
94 Cl -4.73 0.40 2.73  0.49
95 H -3.81 -1.35 1.55  -0.06
96 C 3.49 -4.73 -1.64  -1.49
97 Cl 4.59 -3.33 -1.40  0.49
98 Cl 1.80 -4.34 -1.34  0.52
99 Cl 3.97 -5.98 -0.44  0.50
100 H 3.61 -5.12 -2.65  -0.02
101 C 6.29 3.25 -0.37  -1.43
102 Cl 4.77 2.39 0.03  0.50
103 Cl 6.15 5.04 -0.16  0.49
104 Cl 6.86 2.83 -2.02  0.53
105 H 7.01 2.92 0.37  0.00


Copy entry 2 word for word.
DFT (ωB97M-V/def2-TZVPD) results for a cluster of 8 separate species, C23H33Br10F2NO2 in total.

The spin multiplicity is 1. The value obtained for the total energy is -27041.2250 a.u. The value obtained for the HOMO energy is -9.6 eV. As for the SMILES: C[N+](=O)[O-].Fc1ccccc1.Fc1ccccc1.BrCCBr.BrCCBr.BrCCBr.BrCCBr.BrCCBr. The calculation puts the HOMO-LUMO gap at 9.9 eV.

Each line ends with the Löwdin charge.
Positions of all 71 atoms, in Å:
1 C 15.32 6.63 5.47  0.04
2 N 14.46 6.40 6.68  -0.46
3 O 14.65 5.39 7.34  0.06
4 O 13.58 7.20 6.88  0.06
5 H 14.78 6.09 4.70  0.10
6 H 16.32 6.26 5.67  0.08
7 H 15.22 7.69 5.28  0.05
8 Br 18.66 1.15 7.48  0.57
9 C 19.43 1.32 5.69  -0.69
10 C 18.58 0.69 4.64  -0.66
11 Br 16.81 1.53 4.54  0.63
12 H 20.43 0.91 5.77  0.05
13 H 19.51 2.40 5.57  0.01
14 H 18.41 -0.37 4.79  0.06
15 H 18.99 0.84 3.64  0.04
16 Br 13.73 9.13 3.00  0.66
17 C 14.37 8.65 1.23  -0.71
18 C 15.32 7.50 1.34  -0.70
19 Br 15.65 6.80 -0.45  0.65
20 H 14.81 9.52 0.77  0.06
21 H 13.48 8.35 0.69  0.05
22 H 14.94 6.67 1.91  0.05
23 H 16.27 7.83 1.73  0.05
24 Br 18.57 4.04 -1.11  0.74
25 C 18.66 2.33 -0.21  -0.68
26 C 19.89 1.59 -0.70  -0.73
27 Br 20.12 -0.03 0.31  0.65
28 H 17.77 1.76 -0.45  0.06
29 H 18.73 2.55 0.85  0.04
30 H 20.79 2.19 -0.64  0.05
31 H 19.76 1.32 -1.75  0.06
32 Br 19.91 8.79 -5.33  0.65
33 C 19.08 8.43 -3.61  -0.71
34 C 19.65 9.35 -2.59  -0.69
35 Br 18.76 9.04 -0.89  0.70
36 H 19.33 7.40 -3.38  0.02
37 H 18.00 8.52 -3.73  0.06
38 H 19.47 10.40 -2.82  0.05
39 H 20.72 9.20 -2.49  0.05
40 Br 19.68 4.57 7.88  0.64
41 C 21.42 5.44 7.80  -0.68
42 C 22.21 5.03 6.59  -0.69
43 Br 22.84 3.20 6.73  0.64
44 H 21.92 5.08 8.70  0.04
45 H 21.28 6.51 7.94  0.06
46 H 23.08 5.67 6.45  0.06
47 H 21.63 5.06 5.67  0.02
48 F 21.98 7.70 0.30  0.05
49 C 22.15 7.30 -0.97  -0.30
50 C 21.20 6.50 -1.58  -0.07
51 C 21.40 6.15 -2.91  -0.12
52 C 22.53 6.55 -3.59  -0.10
53 C 23.49 7.33 -2.95  -0.07
54 C 23.29 7.73 -1.64  -0.01
55 H 20.31 6.20 -1.04  0.04
56 H 20.64 5.55 -3.40  0.10
57 H 22.72 6.18 -4.59  0.11
58 H 24.36 7.68 -3.49  0.11
59 H 24.01 8.33 -1.10  0.12
60 F 17.12 4.16 2.10  0.02
61 C 17.99 5.08 2.58  -0.29
62 C 18.41 4.98 3.89  -0.02
63 C 19.32 5.92 4.34  -0.10
64 C 19.81 6.91 3.50  -0.08
65 C 19.36 6.98 2.19  -0.08
66 C 18.49 6.02 1.71  -0.09
67 H 18.04 4.23 4.57  0.07
68 H 19.71 5.88 5.35  0.04
69 H 20.50 7.65 3.87  0.11
70 H 19.75 7.74 1.52  0.05
71 H 18.02 6.15 0.74  0.01


- Which formula does entry 1 have?
  C23H33BN2O13